The following is a quantum chemistry calculation of a 2-piece molecular cluster, C5H15NO overall at a distorted geometry, from the Open Molecules 2025 dataset.

**Orbital gap**: 9.248 eV
**SMILES**: CC[C@@H](C)NC.O
**Multiplicity**: 1
**Electronic energy**: -329.4286 hartree
**HOMO level**: -8.459 eV

Last column: Mulliken charge in e.
Atoms and positions in Å:
C: 0.66 1.62 -0.42  -1.05
C: 0.96 0.20 -0.91  -0.51
C: 0.57 -0.83 0.16  0.10
C: -1.03 -0.76 0.42  -1.04
N: 0.89 -2.17 -0.30  -0.37
C: 0.76 -3.28 0.68  -0.83
H: 0.89 2.35 -1.17  0.41
H: 0.71 1.60 0.67  0.33
H: -0.51 1.74 -0.51  0.12
H: 0.30 -0.07 -1.78  0.28
H: 1.98 0.19 -1.30  0.34
H: 1.11 -0.50 1.07  0.22
H: -1.42 0.26 0.56  0.33
H: -1.47 -1.16 -0.52  0.25
H: -1.29 -1.45 1.23  0.32
H: 0.57 -2.61 -1.15  0.31
H: -0.11 -3.19 1.36  0.22
H: 1.60 -3.48 1.33  0.26
H: 0.75 -4.11 -0.01  0.34
O: -2.15 4.47 0.37  -0.64
H: -1.65 4.78 -0.39  0.32
H: -2.53 3.61 0.18  0.32

=====

The following is a quantum chemistry calculation of a 2-piece molecular cluster, C5H15NO overall at a distorted geometry, from the Open Molecules 2025 dataset.

**Orbital gap**: 8.833 eV
**SMILES**: CCN(C)CC.O
**Multiplicity**: 1
**Electronic energy**: -329.3623 hartree
**HOMO level**: -8.128 eV

Last column: Mulliken charge in e.
Atoms and positions in Å:
C: 0.16 1.07 2.73  -0.84
C: 0.48 -0.48 2.17  -0.73
N: 0.24 -0.70 0.83  0.03
C: 1.29 -0.39 -0.11  -0.83
C: -1.08 -0.14 0.58  -0.86
C: -1.28 1.10 -0.18  -1.01
H: 0.98 1.62 3.17  0.35
H: -0.56 0.91 3.65  0.23
H: -0.18 1.65 1.94  0.27
H: 1.56 -0.72 2.50  0.34
H: 0.13 -1.26 2.83  0.43
H: 0.84 0.06 -1.08  0.27
H: 2.08 0.20 0.33  0.32
H: 1.91 -1.26 -0.46  0.24
H: -1.65 -0.88 0.11  0.49
H: -1.79 -0.25 1.46  0.36
H: -0.37 1.71 0.01  0.33
H: -1.41 1.02 -1.30  0.37
H: -2.42 1.35 -0.16  0.24
O: 0.09 -1.32 -6.39  -0.65
H: 0.68 -1.68 -7.12  0.33
H: 0.29 -1.61 -5.51  0.32

=====

The following is a quantum chemistry calculation of a 2-piece molecular cluster, C5H15NO overall at a distorted geometry, from the Open Molecules 2025 dataset.

**Orbital gap**: 9.949 eV
**SMILES**: CC(C)N.CCO
**Multiplicity**: 1
**Electronic energy**: -329.4825 hartree
**HOMO level**: -9.029 eV

Last column: Mulliken charge in e.
Atoms and positions in Å:
C: -2.31 -0.17 -1.35  -1.55
C: -1.01 -0.44 -0.62  0.80
C: -0.66 -1.92 -0.62  -1.41
N: 0.13 0.29 -1.18  -0.60
H: -2.55 0.89 -1.42  0.38
H: -2.26 -0.55 -2.38  0.33
H: -3.14 -0.67 -0.88  0.40
H: -1.13 -0.07 0.40  0.01
H: -0.44 -2.22 -1.64  0.37
H: -1.45 -2.54 -0.22  0.39
H: 0.21 -2.13 -0.01  0.34
H: 0.00 1.29 -1.26  0.27
H: 0.46 -0.11 -2.05  0.27
C: 0.93 1.29 1.98  -0.97
C: 2.25 0.78 1.45  -0.23
O: 2.16 -0.06 0.33  -0.63
H: 0.24 0.49 2.26  0.20
H: 0.43 1.88 1.21  0.24
H: 1.09 1.96 2.83  0.39
H: 2.89 1.65 1.22  0.22
H: 2.81 0.23 2.22  0.30
H: 1.35 0.14 -0.26  0.47

=====

The following is a quantum chemistry calculation of a 2-piece molecular cluster, C5H15NO overall at a distorted geometry, from the Open Molecules 2025 dataset.

**Orbital gap**: 10.071 eV
**SMILES**: CC[C@@H](C)NC.O
**Multiplicity**: 1
**Electronic energy**: -329.4837 hartree
**HOMO level**: -9.044 eV

Last column: Mulliken charge in e.
Atoms and positions in Å:
C: 2.04 -1.80 -0.58  -1.24
C: 1.43 -0.45 -0.23  -0.42
C: 0.07 -0.54 0.44  0.14
C: 0.16 -1.16 1.82  -1.51
N: -0.56 0.80 0.49  -0.26
C: -2.04 0.78 0.52  -0.81
H: 2.27 -2.37 0.33  0.30
H: 2.97 -1.67 -1.13  0.38
H: 1.32 -2.43 -1.11  0.32
H: 2.10 0.11 0.43  0.27
H: 1.36 0.17 -1.12  0.25
H: -0.57 -1.20 -0.15  0.33
H: -0.82 -1.22 2.28  0.38
H: 0.57 -2.18 1.76  0.41
H: 0.82 -0.58 2.47  0.37
H: -0.21 1.21 1.35  0.28
H: -2.43 1.28 1.40  0.34
H: -2.38 -0.27 0.53  0.28
H: -2.40 1.27 -0.39  0.26
O: -0.88 2.04 -2.32  -0.68
H: -0.27 1.56 -1.74  0.31
H: -0.96 2.89 -1.87  0.30

=====

The following is a quantum chemistry calculation of a 2-piece molecular cluster, C5H15NO overall at a distorted geometry, from the Open Molecules 2025 dataset.

**Orbital gap**: 10.155 eV
**SMILES**: CCCCNC.O
**Multiplicity**: 1
**Electronic energy**: -329.4827 hartree
**HOMO level**: -9.184 eV

Last column: Mulliken charge in e.
Atoms and positions in Å:
C: -0.51 0.41 -2.80  -1.08
C: -1.22 1.07 -1.62  -0.55
C: -0.45 0.96 -0.32  -0.60
C: -0.33 -0.47 0.18  -0.65
N: 0.13 -0.49 1.57  -0.29
C: 0.23 -1.83 2.16  -0.93
H: -1.16 0.04 -3.58  0.32
H: 0.16 -0.40 -2.49  0.27
H: 0.19 1.10 -3.29  0.31
H: -1.42 2.11 -1.89  0.34
H: -2.21 0.60 -1.52  0.31
H: 0.55 1.40 -0.39  0.29
H: -0.96 1.53 0.45  0.36
H: -1.31 -0.95 0.07  0.36
H: 0.41 -1.05 -0.39  0.38
H: -0.44 0.09 2.17  0.22
H: 1.21 -1.98 2.61  0.28
H: -0.42 -1.91 3.04  0.30
H: 0.02 -2.61 1.43  0.30
O: 2.53 1.11 1.34  -0.70
H: 1.72 0.60 1.49  0.45
H: 3.26 0.67 1.78  0.31

=====

The following is a quantum chemistry calculation of a 2-piece molecular cluster, C5H15NO overall at a distorted geometry, from the Open Molecules 2025 dataset.

**Orbital gap**: 9.402 eV
**SMILES**: CCCN(C)C.O
**Multiplicity**: 1
**Electronic energy**: -329.4582 hartree
**HOMO level**: -8.725 eV

Last column: Mulliken charge in e.
Atoms and positions in Å:
C: -0.75 0.95 0.88  -1.11
C: -0.04 0.67 -0.43  -0.42
C: 0.26 -0.80 -0.70  -0.80
N: 1.10 -1.43 0.33  -0.02
C: 2.45 -0.90 0.22  -1.04
C: 1.13 -2.88 0.15  -0.95
H: -0.09 1.09 1.75  0.28
H: -1.29 0.08 1.27  0.31
H: -1.29 1.90 0.89  0.35
H: -0.63 1.00 -1.29  0.36
H: 0.88 1.26 -0.45  0.28
H: -0.67 -1.36 -0.82  0.46
H: 0.71 -0.83 -1.71  0.35
H: 3.14 -1.52 0.79  0.37
H: 2.83 -0.94 -0.83  0.36
H: 2.43 0.17 0.38  0.26
H: 1.50 -3.27 1.10  0.31
H: 1.83 -3.20 -0.64  0.34
H: 0.19 -3.33 -0.13  0.33
O: -4.83 4.73 -0.24  -0.63
H: -4.05 4.72 -0.78  0.31
H: -4.83 3.90 0.25  0.32

=====

The following is a quantum chemistry calculation of a 2-piece molecular cluster, C5H15NO overall at a distorted geometry, from the Open Molecules 2025 dataset.

**Orbital gap**: 8.868 eV
**SMILES**: CCCNCC.O
**Multiplicity**: 1
**Electronic energy**: -329.4656 hartree
**HOMO level**: -8.158 eV

Last column: Mulliken charge in e.
Atoms and positions in Å:
C: 0.42 -2.81 -1.88  -1.12
C: -0.36 -1.58 -1.40  -0.36
C: 0.52 -0.66 -0.55  -0.93
N: -0.32 0.40 0.07  -0.24
C: -0.39 0.34 1.50  -0.23
C: -1.62 1.07 2.03  -1.31
H: 0.74 -3.37 -1.00  0.34
H: 1.24 -2.51 -2.54  0.30
H: -0.28 -3.40 -2.49  0.33
H: -0.52 -0.89 -2.25  0.21
H: -1.28 -1.71 -0.84  0.36
H: 1.29 -0.19 -1.16  0.37
H: 1.05 -1.18 0.25  0.44
H: -0.18 1.33 -0.27  0.29
H: -0.56 -0.71 1.73  0.36
H: 0.49 0.74 2.05  0.19
H: -1.57 2.16 2.02  0.30
H: -2.61 0.77 1.70  0.34
H: -1.69 0.82 3.10  0.37
O: 1.37 2.75 0.04  -0.62
H: 2.03 2.06 0.04  0.31
H: 1.68 3.46 0.60  0.30

=====

The following is a quantum chemistry calculation of C5H15NO as an isolated structure at a distorted geometry, from the Open Molecules 2025 dataset.

**Orbital gap**: 5.930 eV
**Multiplicity**: 1
**Electronic energy**: -329.2913 hartree
**HOMO level**: -5.554 eV

Last column: Mulliken charge in e.
Atoms and positions in Å:
C: 0.95 0.24 -1.88  -0.98
C: 0.72 0.54 1.27  -1.00
C: 0.24 -1.76 0.55  -1.04
C: 0.66 1.66 -2.28  -0.76
N: -0.05 -0.35 0.41  -0.32
H: 0.58 -0.51 -2.57  0.32
H: 2.00 0.05 -1.67  0.28
H: -0.41 -2.33 -0.11  0.37
H: 1.27 -1.95 0.24  0.37
H: 0.48 0.35 2.32  0.40
H: 1.79 0.42 1.06  0.38
H: 0.46 1.57 1.04  0.33
H: 0.04 -2.10 1.58  0.38
H: 0.99 2.36 -1.50  0.22
H: -0.41 1.82 -2.42  0.25
H: 1.15 1.96 -3.22  0.31
C: -1.84 -0.17 1.17  -0.28
O: -1.92 -0.49 2.53  -0.46
H: -1.94 -1.44 2.63  0.33
H: -2.05 0.89 1.05  0.33
H: -2.49 -0.79 0.54  0.33
H: -0.23 0.03 -0.74  0.24

=====

The following is a quantum chemistry calculation of a 4-piece molecular cluster, C5H15NO overall at a distorted geometry, from the Open Molecules 2025 dataset.

**Orbital gap (spin up / spin down)**: 7.405 / 7.404 eV
**Multiplicity**: 1
**Electronic energy**: -329.3364 hartree
**HOMO level (spin up / spin down)**: -6.670 / -6.670 eV

Last column: Mulliken charge in e.
Atoms and positions in Å:
C: -1.09 -0.02 0.14  0.80
C: -1.76 -1.17 -0.56  -1.36
C: -2.04 1.15 0.33  -1.69
O: -0.60 -0.45 1.43  -0.65
H: -1.34 -0.76 1.99  0.32
H: 0.82 1.12 -1.06  -0.01
H: -2.03 -0.90 -1.58  0.30
H: -1.12 -2.06 -0.60  0.33
H: -2.95 0.86 0.88  0.40
H: -1.56 1.97 0.87  0.34
H: -2.69 -1.49 -0.04  0.41
H: -2.35 1.54 -0.65  0.38
C: 2.30 0.47 -0.27  -0.41
C: 2.05 -0.92 -0.72  -0.19
N: 2.02 0.72 1.02  -0.37
H: 2.25 1.64 1.38  0.21
H: 1.16 0.29 1.40  0.35
H: 3.11 1.04 -0.70  0.40
H: 0.03 0.75 -0.78  0.11
H: 2.55 -1.67 -0.10  0.30
H: 0.96 -1.07 -0.60  -0.28
H: 2.30 -1.05 -1.77  0.31

=====

The following is a quantum chemistry calculation of a 2-piece molecular cluster, C5H15NO overall at a distorted geometry, from the Open Molecules 2025 dataset.

**Orbital gap**: 10.592 eV
**SMILES**: CC(C)CCN.O
**Multiplicity**: 1
**Electronic energy**: -329.4828 hartree
**HOMO level**: -9.627 eV

Last column: Mulliken charge in e.
Atoms and positions in Å:
C: 1.20 1.39 -0.75  -1.34
C: 0.51 0.40 0.20  0.87
C: 1.02 0.49 1.63  -1.48
C: 0.65 -1.02 -0.37  -0.89
C: -0.28 -2.03 0.29  -0.65
N: -1.66 -1.81 -0.21  -0.62
H: 1.10 2.41 -0.35  0.40
H: 2.21 1.05 -0.97  0.36
H: 0.60 1.50 -1.65  0.41
H: -0.58 0.51 0.14  -0.02
H: 0.92 1.45 2.12  0.38
H: 0.59 -0.33 2.20  0.34
H: 2.10 0.28 1.66  0.33
H: 0.25 -0.94 -1.39  0.25
H: 1.68 -1.35 -0.42  0.47
H: 0.04 -3.03 -0.03  0.36
H: -0.28 -2.03 1.38  0.34
H: -1.67 -2.27 -1.12  0.23
H: -2.29 -2.38 0.34  0.23
O: -1.87 2.93 -0.94  -0.67
H: -2.72 2.62 -1.28  0.32
H: -1.52 2.18 -0.45  0.38